Record 1
Entry from the Open Molecules 2025 dataset: a 2-piece molecular cluster, C3H8NO3 overall at a distorted geometry (ωB97M-V/def2-TZVPD).

Properties
HOMO energy: -3.91 eV
Maximum force: 1.1 eV/Å
Total charge: -1
E_tot: -10874.9928 eV
LUMO: 0.154 hartree

Positions of all 15 atoms, in Å:
1 H 1.5511 -0.7797 1.5546
2 C -0.0464 0.4922 1.7017
3 H 0.6353 -2.3207 0.0221
4 H -1.3991 1.0405 -1.4335
5 H 0.4977 0.9774 2.5164
6 N 0.5544 -0.7922 1.4196
7 O 1.5725 0.3409 -0.9446
8 H -0.0016 1.1855 0.8577
9 H -0.8213 1.6036 -2.6539
10 H -0.8800 -1.3947 0.0563
11 C 0.6546 -0.4798 -1.1246
12 O 0.0078 -0.7509 -2.1703
13 H -1.0800 0.3608 2.0290
14 O -1.4467 1.8494 -1.9584
15 C 0.2018 -1.3322 0.1279



Record 2
Entry from the Open Molecules 2025 dataset: one molecule with the formula C2H4N2O at a distorted geometry (ωB97M-V/def2-TZVPD).

Properties
HOMO energy: -10.28 eV
Maximum force: 2.4 eV/Å
E_tot: -7163.3862 eV
LUMO: 0.027 hartree
Structure (SMILES): CONC#N

Positions of all 9 atoms, in Å:
1 O -0.3629 -0.2580 0.7778
2 N -0.4108 2.4054 -1.2501
3 N 0.5230 0.8831 0.5393
4 C 0.0456 1.7538 -0.4062
5 H -1.0140 -2.0865 0.0660
6 H 0.8067 -1.8197 0.1041
7 H -0.1952 -0.9200 -1.0772
8 C -0.1248 -1.3552 -0.1113
9 H 0.7323 1.3970 1.3577



Record 3
Entry from the Open Molecules 2025 dataset: C43H37GeN10O4PSeTl as an isolated structure (ωB97M-V/def2-TZVPD).

Properties
HOMO energy: -4.24 eV
Maximum force: 0.6 eV/Å
Total charge: -1
E_tot: -204127.3578 eV
LUMO: 0.048 hartree

Positions of all 98 atoms, in Å:
1 C 3.0998 -2.2129 4.1782
2 N 2.7698 -2.9271 2.9644
3 P -0.0630 -2.7155 3.1789
4 C 4.4612 -1.7694 -2.0159
5 N -0.3868 0.0342 3.6782
6 H 0.7690 1.1277 4.9991
7 C -1.4261 -5.5936 3.1538
8 C 0.6145 3.4471 -2.3260
9 H -1.6505 -5.0129 4.0461
10 C 1.0353 3.7451 -4.6974
11 H -2.1082 -3.9677 -1.1059
12 O 3.6701 -0.1157 1.7412
13 Se -5.3105 -4.2772 -3.1692
14 C -0.7194 -1.0350 2.9090
15 C -1.2891 1.0201 3.3972
16 N -5.3058 -3.1575 -4.5508
17 H -0.4301 -6.0273 3.2528
18 H 2.2160 -2.1620 4.8089
19 Ge -0.1315 2.3622 -0.8351
20 C 0.9530 2.9765 0.6980
21 C -1.0130 -3.4998 1.8461
22 N -3.2390 -1.1553 -2.3226
23 H -2.4731 -6.0947 0.6207
24 Tl -0.5179 -1.1569 -0.4926
25 C 1.1774 4.1020 2.8325
26 O 1.1642 -3.7474 -3.6598
27 C -4.3223 -0.9753 -4.9912
28 H 4.1922 3.0353 1.7282
29 C -2.1516 4.4923 -0.4352
30 C -3.0604 -0.1316 -3.0969
31 H -4.7322 -0.9193 -5.9905
32 C -1.9311 3.1157 -0.4935
33 O -0.1883 -2.8083 -2.1435
34 C 2.1470 -2.3364 -2.0479
35 H 1.3741 5.0270 -1.0831
36 H 4.7342 -3.5110 2.3585
37 H 1.6784 0.3094 3.6989
38 C 4.2435 -1.0772 -0.8359
39 H 0.0155 2.0607 -3.8442
40 H 0.6134 0.3709 -2.0868
41 H 0.9491 3.3760 -5.7129
42 H -1.3197 5.1734 -0.5845
43 N -1.8019 -0.7904 2.1947
44 N 1.6369 -3.8208 1.2887
45 H -5.4871 4.5582 0.1603
46 H 3.4428 -1.2060 3.9364
47 H 3.3207 -4.6674 0.2871
48 C 3.6781 -3.5467 2.1525
49 C -3.5726 -0.0013 -4.4423
50 C 3.1256 3.2214 1.7440
51 H 2.8004 2.2611 -0.1351
52 C -2.1597 0.4967 2.4897
53 H -1.2181 1.9921 3.8507
54 C -3.0283 2.2747 -0.3146
55 H -5.1375 2.1076 0.0518
56 H 3.5157 -3.0019 -3.5342
57 C -4.3004 2.7835 -0.0803
58 H 3.8738 -2.7614 4.7151
59 H 3.1617 4.2212 3.6458
60 H 0.7199 4.6322 3.6611
61 H -2.4204 0.6523 -2.7023
62 H -3.3312 0.9007 -4.9885
63 C 2.5474 3.8839 2.8190
64 H -3.5648 6.0847 -0.1580
65 C 2.9620 -4.1026 1.1318
66 H -0.6788 3.8297 1.7980
67 C 0.5114 3.0044 -3.6457
68 C -0.3531 0.6610 -1.6538
69 C 0.3899 3.6467 1.7804
70 C 2.3338 2.7841 0.6940
71 H 5.0353 -0.5766 -0.2962
72 C -4.0084 -2.1720 -2.8429
73 C -4.4973 4.1560 -0.0201
74 C -2.0277 -5.1272 0.7679
75 H 1.0054 -0.6245 5.0794
76 C 2.6759 -0.4156 1.0528
77 H -2.8849 1.1997 -0.3646
78 H 2.0844 5.5315 -5.2700
79 N -4.3037 -3.2454 -2.1437
80 C 1.7842 5.4121 -3.1463
81 C 1.5449 -3.0881 2.3826
82 C 2.9608 -1.0526 -0.3077
83 H -3.0162 0.9656 2.0348
84 H 2.2873 6.3504 -2.9419
85 C 1.2622 4.6624 -2.0992
86 C 1.6730 4.9533 -4.4508
87 C 0.9372 -3.0308 -2.6868
88 C 0.8471 0.2184 4.4061
89 H -2.1556 -6.3939 3.0531
90 N 1.9445 -1.6435 -0.9332
91 N -1.2155 -3.0728 0.6044
92 C -4.5764 -2.1292 -4.1810
93 C -3.4180 5.0115 -0.2006
94 N -1.5046 -4.7515 1.9789
95 O 1.4713 -0.3061 1.3570
96 H 5.4536 -1.8109 -2.4495
97 C 3.4065 -2.4302 -2.6238
98 C -1.8403 -4.0763 -0.0742



- Which formula does entry 1 have?
  C3H8NO3